20
Properties=species:S:1:pos:R:3:lowdin_charge:R:1 method="wB97M-V/def2-TZVPD" total_charge=0 e_homo_ev=-7.955 fmax_ha_per_bohr=0.0581 mol_weight_g_mol=111.1 smiles="C=CNC.O.O.O" relative_energy_kj_mol=210.3 gap_ev=8.4
C -1.052 -1.455 0.788 -0.04
C -1.499 -0.194 0.544 -0.21
N -1.548 0.737 1.604 -0.09
C -1.847 2.185 1.359 -0.08
H -1.368 -2.094 1.634 0.05
H -0.539 -2.011 0.059 0.01
H -1.406 0.175 -0.474 0.09
H -0.768 0.489 2.162 0.09
H -2.560 2.227 0.520 0.09
H -1.084 2.863 1.090 0.05
H -2.351 2.438 2.270 0.06
O -0.299 1.539 -2.531 -0.12
H 0.110 0.780 -2.017 0.02
H 0.486 2.142 -2.452 0.05
O 2.737 -2.531 0.227 -0.03
H 3.368 -3.245 0.318 0.05
H 1.987 -2.809 0.741 0.03
O 2.152 -0.026 -1.244 -0.04
H 2.514 -0.367 -2.084 0.06
H 2.109 -0.817 -0.755 -0.04